Molecular formula: C22H49Cl2NO20P4
Method: DFT, ωB97M-V with the def2-TZVPD basis set

Output
- Multiplicity: 1
- HOMO energy: -8.3 eV
- Molar mass: 842.42 g mol⁻¹
- Frontier orbital gap: 6.735 eV

Last column: Löwdin charge in e.
Element x y z (Å)
1 C 7.310 -0.306 1.188  0.04
2 C 6.560 0.611 0.445  -0.12
3 C 5.289 1.095 1.057  -0.26
4 C 3.988 0.344 0.766  0.02
5 C 3.015 1.334 1.462  -0.44
6 O 1.875 1.096 1.723  0.14
7 O 3.629 2.526 1.710  0.03
8 C 4.841 2.557 0.917  -0.40
9 C 4.328 3.063 -0.456  -0.13
10 O 3.371 4.089 -0.352  -0.12
11 N 2.059 3.573 -0.565  0.00
12 O 1.325 4.039 0.192  0.10
13 C 5.816 3.530 1.575  -0.59
14 Cl 5.041 5.099 1.971  0.68
15 C 7.136 3.720 0.754  -0.72
16 C 8.293 3.367 1.702  -0.12
17 Cl 7.417 5.408 0.214  0.60
18 H 7.922 0.113 1.983  0.05
19 H 7.253 -1.375 1.034  0.06
20 H 6.936 0.924 -0.526  0.11
21 H 5.466 1.007 2.138  0.16
22 H 3.887 0.353 -0.315  0.13
23 H 3.944 -0.660 1.157  0.13
24 H 3.891 2.253 -1.038  0.13
25 H 5.186 3.443 -1.009  0.13
26 H 6.074 3.122 2.545  0.10
27 H 7.204 3.069 -0.108  0.08
28 H 8.282 4.054 2.541  0.09
29 H 8.049 2.382 2.102  0.06
30 H 9.244 3.300 1.191  0.08
31 C -1.841 -4.756 -1.021  -0.10
32 O -0.527 -4.143 -1.045  -0.23
33 P -0.471 -2.465 -1.089  0.60
34 O 0.958 -2.298 -1.489  -0.27
35 O -0.714 -2.361 0.523  -0.30
36 C 0.316 -2.808 1.398  -0.10
37 O -1.040 -0.931 -1.341  -0.27
38 C -0.688 0.067 -0.390  -0.11
39 H -1.716 -5.835 -0.977  0.07
40 H -2.401 -4.428 -0.141  0.09
41 H -2.394 -4.503 -1.925  0.08
42 H 1.285 -2.850 0.898  0.08
43 H 0.065 -3.795 1.787  0.09
44 H 0.378 -2.105 2.228  0.09
45 H 0.363 -0.004 -0.114  0.07
46 H -1.316 -0.014 0.495  0.08
47 H -0.868 1.041 -0.844  0.09
48 C -6.290 -10.231 -1.382  -0.11
49 O -5.165 -9.362 -1.635  -0.24
50 P -3.876 -9.443 -0.553  0.62
51 O -3.184 -8.181 -0.946  -0.26
52 O -3.302 -10.770 -1.316  -0.30
53 C -2.797 -10.629 -2.641  -0.10
54 O -3.044 -9.827 0.827  -0.26
55 C -1.736 -10.366 0.700  -0.11
56 H -7.022 -10.074 -2.170  0.09
57 H -5.977 -11.279 -1.392  0.08
58 H -6.749 -9.995 -0.422  0.08
59 H -2.533 -9.596 -2.870  0.09
60 H -3.540 -10.980 -3.358  0.09
61 H -1.905 -11.248 -2.727  0.09
62 H -1.160 -9.822 -0.050  0.09
63 H -1.775 -11.425 0.452  0.09
64 H -1.254 -10.259 1.670  0.09
65 C -2.363 9.652 -3.570  -0.12
66 O -1.449 8.659 -4.081  -0.24
67 P -0.025 8.413 -3.212  0.60
68 O 0.737 7.659 -4.248  -0.26
69 O -0.791 7.453 -2.136  -0.30
70 C -1.265 6.183 -2.574  -0.10
71 O 1.185 8.773 -2.142  -0.26
72 C 1.660 7.733 -1.297  -0.11
73 H -3.231 9.680 -4.224  0.09
74 H -2.688 9.393 -2.559  0.08
75 H -1.895 10.637 -3.565  0.08
76 H -0.763 5.851 -3.483  0.09
77 H -2.340 6.232 -2.750  0.08
78 H -1.071 5.462 -1.780  0.08
79 H 1.791 6.803 -1.852  0.09
80 H 0.982 7.582 -0.460  0.09
81 H 2.624 8.050 -0.901  0.10
82 C -4.557 0.520 -0.327  -0.11
83 O -5.617 0.395 0.647  -0.23
84 P -5.164 -0.037 2.211  0.60
85 O -6.507 -0.420 2.733  -0.26
86 O -4.741 1.501 2.563  -0.30
87 C -5.768 2.483 2.656  -0.10
88 O -4.185 -0.655 3.394  -0.26
89 C -4.104 0.038 4.630  -0.12
90 H -4.997 0.817 -1.275  0.09
91 H -3.837 1.282 -0.014  0.08
92 H -4.047 -0.435 -0.454  0.08
93 H -6.748 2.034 2.821  0.09
94 H -5.791 3.079 1.743  0.09
95 H -5.533 3.135 3.497  0.09
96 H -5.091 0.357 4.966  0.09
97 H -3.436 0.894 4.551  0.09
98 H -3.685 -0.657 5.357  0.09

=====

Molecular formula: C53H63BrClF8O28
Method: DFT, ωB97M-V with the def2-TZVPD basis set

Output
- Multiplicity: 1
- HOMO energy: -5.0 eV
- Net charge: -1
- Molar mass: 1415.40 g mol⁻¹
- Frontier orbital gap: 6.053 eV

Last column: Löwdin charge in e.
Element x y z (Å)
1 C 0.104 -1.044 2.778  -0.12
2 C -1.265 -0.714 2.182  -0.24
3 C -1.301 0.523 1.239  -0.21
4 C -0.031 1.383 1.220  -0.22
5 C -0.224 2.609 0.304  -0.18
6 C 0.912 2.811 -0.724  -0.19
7 C 0.477 2.697 -2.205  -0.19
8 C 1.291 1.652 -2.975  -0.22
9 C 1.078 0.223 -2.471  -0.21
10 C -0.099 -0.478 -3.151  -0.21
11 C -0.269 -1.947 -2.737  -0.20
12 C -1.256 -2.108 -1.579  -0.20
13 C -1.632 -3.578 -1.315  -0.19
14 C -3.148 -3.808 -1.194  -0.19
15 C -3.685 -3.738 0.245  -0.20
16 C -4.997 -2.958 0.410  -0.18
17 C -4.792 -1.427 0.482  -0.16
18 C -4.994 -0.685 -0.845  -0.13
19 C -6.453 -0.337 -1.082  -0.11
20 C -7.050 0.499 -0.131  0.03
21 C -8.379 0.898 -0.175  -0.11
22 C -8.833 1.794 1.012  -0.72
23 O -9.784 2.574 0.872  -0.09
24 O -8.127 1.622 2.028  -0.06
25 C -9.158 0.456 -1.266  -0.49
26 Br -10.965 1.054 -1.339  0.85
27 C -8.609 -0.379 -2.243  -0.11
28 C -7.245 -0.795 -2.148  -0.04
29 C -6.679 -1.711 -3.165  -0.35
30 O -5.750 -2.461 -2.993  0.08
31 C -7.346 -1.714 -4.491  -0.57
32 Cl -6.458 -2.289 -5.856  0.71
33 C -8.602 -1.319 -4.616  -0.01
34 C -9.373 -0.886 -3.425  -0.35
35 O -10.572 -1.012 -3.509  0.04
36 H -0.050 -1.831 3.522  0.07
37 H 0.744 -1.465 2.008  0.07
38 H 0.569 -0.213 3.300  0.07
39 H -1.563 -1.571 1.578  0.07
40 H -2.018 -0.582 2.957  0.10
41 H -1.567 0.248 0.218  0.09
42 H -2.107 1.168 1.595  0.11
43 H 0.819 0.774 0.918  0.09
44 H 0.124 1.735 2.240  0.10
45 H -1.146 2.459 -0.253  0.09
46 H -0.298 3.516 0.900  0.10
47 H 1.707 2.079 -0.587  0.09
48 H 1.388 3.784 -0.596  0.10
49 H 0.525 3.664 -2.705  0.10
50 H -0.566 2.372 -2.268  0.10
51 H 2.343 1.925 -2.906  0.10
52 H 1.023 1.696 -4.028  0.09
53 H 1.999 -0.341 -2.638  0.11
54 H 0.913 0.190 -1.390  0.10
55 H 0.051 -0.393 -4.229  0.11
56 H -0.997 0.094 -2.903  0.11
57 H -0.578 -2.534 -3.602  0.11
58 H 0.710 -2.301 -2.404  0.11
59 H -0.740 -1.729 -0.696  0.09
60 H -2.149 -1.523 -1.796  0.10
61 H -1.112 -3.975 -0.442  0.11
62 H -1.290 -4.183 -2.158  0.10
63 H -3.332 -4.823 -1.550  0.10
64 H -3.679 -3.150 -1.874  0.08
65 H -3.884 -4.758 0.583  0.10
66 H -2.944 -3.348 0.944  0.09
67 H -5.684 -3.182 -0.407  0.11
68 H -5.461 -3.301 1.335  0.10
69 H -3.785 -1.243 0.861  0.09
70 H -5.457 -1.031 1.247  0.11
71 H -4.475 0.275 -0.740  0.12
72 H -4.528 -1.193 -1.675  0.08
73 H -6.460 0.865 0.696  0.12
74 H -9.115 -1.348 -5.564  0.12
75 C 4.657 -3.029 4.486  -0.05
76 C 3.569 -2.002 4.260  -0.30
77 O 3.132 -2.301 2.943  0.12
78 C 3.350 -3.627 2.742  -0.55
79 O 2.872 -4.261 1.860  0.17
80 O 4.178 -4.125 3.685  0.08
81 F 4.044 -0.736 4.281  0.08
82 H 5.620 -2.702 4.108  0.13
83 H 4.767 -3.324 5.523  0.14
84 H 2.722 -2.078 4.945  0.18
85 C 6.547 1.223 6.884  -0.04
86 C 8.046 1.063 6.781  -0.30
87 O 8.202 -0.347 6.804  0.13
88 C 7.064 -0.881 6.274  -0.53
89 O 6.974 -2.013 5.913  0.16
90 O 6.087 0.032 6.218  0.08
91 F 8.700 1.599 7.843  0.08
92 H 6.204 1.218 7.911  0.12
93 H 6.175 2.114 6.389  0.15
94 H 8.485 1.457 5.863  0.17
95 C -13.818 -1.248 -3.684  -0.05
96 C -14.875 -0.202 -3.945  -0.32
97 O -15.255 -0.482 -5.283  0.13
98 C -15.047 -1.815 -5.489  -0.56
99 O -15.496 -2.431 -6.398  0.17
100 O -14.272 -2.332 -4.513  0.08
101 F -14.379 1.055 -3.878  0.08
102 H -12.830 -0.918 -4.004  0.12
103 H -13.762 -1.556 -2.643  0.14
104 H -15.754 -0.271 -3.302  0.17
105 C 4.766 -6.666 0.379  -0.05
106 C 4.180 -7.419 -0.792  -0.32
107 O 4.799 -6.786 -1.899  0.13
108 C 6.006 -6.314 -1.473  -0.55
109 O 6.883 -5.965 -2.189  0.18
110 O 6.065 -6.311 -0.120  0.07
111 F 2.840 -7.263 -0.880  0.08
112 H 4.205 -5.762 0.611  0.12
113 H 4.849 -7.271 1.278  0.14
114 H 4.415 -8.485 -0.811  0.17
115 C 0.080 4.428 -7.097  -0.04
116 C 1.287 4.121 -7.952  -0.31
117 O 2.346 4.166 -7.015  0.13
118 C 1.823 3.822 -5.798  -0.53
119 O 2.459 3.507 -4.853  0.18
120 O 0.470 3.879 -5.833  0.07
121 F 1.490 5.070 -8.899  0.07
122 H -0.078 5.503 -6.997  0.15
123 H -0.832 3.962 -7.458  0.14
124 H 1.268 3.139 -8.429  0.17
125 C 9.137 -3.980 7.564  -0.05
126 C 9.841 -3.748 8.880  -0.32
127 O 8.786 -3.312 9.713  0.13
128 C 7.636 -3.878 9.238  -0.55
129 O 6.619 -3.934 9.840  0.18
130 O 7.827 -4.372 7.991  0.07
131 F 10.774 -2.767 8.791  0.07
132 H 9.068 -3.069 6.969  0.12
133 H 9.600 -4.761 6.966  0.14
134 H 10.301 -4.637 9.314  0.17
135 C 3.248 8.378 -10.976  -0.05
136 C 3.954 8.581 -9.655  -0.32
137 O 2.891 8.949 -8.798  0.13
138 C 1.757 8.367 -9.288  -0.55
139 O 0.746 8.251 -8.685  0.18
140 O 1.956 7.934 -10.557  0.07
141 F 4.855 9.593 -9.712  0.07
142 H 3.152 9.315 -11.527  0.14
143 H 3.727 7.636 -11.610  0.14
144 H 4.444 7.689 -9.261  0.17
145 C 8.091 5.914 8.817  -0.05
146 C 8.666 5.221 10.031  -0.31
147 O 7.651 4.287 10.354  0.14
148 C 7.005 3.978 9.199  -0.54
149 O 6.285 3.048 9.055  0.17
150 O 7.308 4.871 8.227  0.07
151 F 8.836 6.073 11.069  0.08
152 H 7.442 6.744 9.098  0.15
153 H 8.850 6.270 8.126  0.14
154 H 9.601 4.688 9.850  0.17